{"formula": "C18H20CsF9N5O4STe", "method": "wB97M-V/def2-TZVPD", "symbols": ["Cs", "C", "Te", "C", "H", "H", "H", "H", "H", "H", "O", "C", "N", "S", "O", "O", "C", "C", "C", "C", "C", "C", "H", "H", "H", "H", "F", "C", "F", "F", "C", "O", "C", "F", "F", "F", "C", "F", "F", "F", "C", "C", "C", "C", "N", "C", "N", "N", "N", "H", "H", "H", "H", "H", "H", "H", "H", "H", "H"], "positions_angstrom": [[-0.015, -1.430, -0.288], [5.821, -2.382, -1.344], [4.140, -2.231, -0.017], [4.299, -0.108, -0.093], [5.644, -1.759, -2.223], [5.935, -3.424, -1.659], [6.729, -2.056, -0.836], [5.318, 0.166, 0.184], [3.598, 0.331, 0.618], [4.067, 0.233, -1.101], [1.716, -4.538, 2.182], [1.546, -3.392, 2.567], [1.678, -2.255, 1.814], [1.283, -0.940, 2.624], [0.055, -0.394, 2.070], [2.364, 0.001, 2.763], [0.956, -1.723, 4.181], [0.621, -1.186, 5.410], [0.449, -2.074, 6.465], [0.615, -3.448, 6.279], [0.963, -3.963, 5.034], [1.136, -3.076, 3.991], [0.497, -0.117, 5.546], [0.185, -1.692, 7.445], [0.476, -4.120, 7.118], [1.107, -5.025, 4.866], [-2.305, -3.292, -4.115], [-3.257, -2.866, -3.258], [-4.439, -2.900, -3.912], [-3.312, -3.755, -2.260], [-2.872, -1.449, -2.696], [-1.882, -1.522, -1.817], [-2.442, -0.568, -3.936], [-2.494, 0.752, -3.611], [-1.167, -0.817, -4.263], [-3.186, -0.737, -5.044], [-4.177, -0.814, -2.078], [-3.842, 0.164, -1.227], [-4.874, -1.725, -1.372], [-5.019, -0.284, -2.993], [-2.622, 3.419, -1.005], [-1.670, 4.603, -0.974], [-1.158, 4.868, 0.439], [-0.523, 4.434, -1.972], [0.307, 3.250, -1.737], [0.337, 2.059, -2.346], [1.311, 1.346, -1.825], [1.834, 2.119, -0.823], [1.255, 3.272, -0.781], [-3.486, 3.603, -0.363], [-2.135, 2.510, -0.640], [-2.991, 3.217, -2.013], [-2.206, 5.493, -1.320], [-0.557, 4.034, 0.805], [-2.001, 5.000, 1.123], [-0.539, 5.769, 0.481], [0.142, 5.292, -1.916], [-0.905, 4.360, -2.987], [-0.312, 1.765, -3.159]], "e_homo_ha": -0.1772, "energy_ha": -2857.8980, "homo_lumo_gap_ev": 6.9, "fmax_ev_per_a": 2.68, "total_charge": -1}

{"formula": "C28H41N6O5PS", "method": "wB97M-V/def2-TZVPD", "symbols": ["C", "P", "O", "C", "C", "N", "C", "O", "C", "C", "C", "C", "S", "O", "O", "O", "H", "H", "H", "H", "H", "H", "H", "H", "H", "H", "H", "H", "H", "H", "H", "H", "N", "C", "C", "C", "C", "H", "H", "H", "H", "H", "N", "C", "C", "C", "C", "H", "H", "H", "H", "H", "N", "C", "C", "C", "C", "H", "H", "H", "H", "H", "N", "C", "C", "C", "C", "H", "H", "H", "H", "H", "N", "C", "C", "C", "C", "H", "H", "H", "H", "H"], "positions_angstrom": [[2.758, 0.512, -2.474], [1.940, 1.133, -0.822], [2.215, -0.007, 0.471], [0.014, 1.247, -1.037], [-0.287, 2.401, -2.209], [-1.792, 2.305, -2.534], [-2.136, 0.850, -2.218], [-3.403, 0.424, -2.296], [-0.776, -0.001, -1.747], [-1.450, -1.186, -0.838], [-0.389, -2.233, -0.156], [0.881, -2.654, -1.102], [0.406, -3.577, -2.678], [-0.864, -4.488, -2.459], [-0.011, -2.595, -3.837], [1.740, -4.518, -3.277], [3.052, 1.393, -3.187], [3.715, -0.107, -2.118], [2.061, -0.299, -3.000], [2.837, 0.473, 1.114], [-0.480, 1.775, -0.092], [0.130, 3.476, -1.921], [0.202, 2.230, -3.273], [-2.051, 2.629, -3.513], [-0.092, -0.266, -2.659], [-2.153, -1.842, -1.545], [-2.100, -0.721, 0.017], [-0.033, -1.880, 0.926], [-1.000, -3.238, 0.045], [1.610, -1.782, -1.379], [1.529, -3.426, -0.462], [1.840, -4.212, -4.240], [-0.187, 2.828, 4.085], [-0.912, 3.891, 4.557], [-1.226, 4.700, 3.489], [-0.677, 4.101, 2.330], [-0.044, 2.944, 2.727], [0.183, 2.074, 4.650], [-1.139, 3.981, 5.611], [-1.791, 5.622, 3.538], [-0.738, 4.472, 1.315], [0.497, 2.197, 2.161], [-4.729, 3.221, -0.947], [-4.281, 4.302, -1.660], [-4.973, 5.412, -1.231], [-5.867, 4.986, -0.219], [-5.693, 3.630, -0.062], [-4.400, 2.270, -1.055], [-3.511, 4.188, -2.411], [-4.848, 6.419, -1.605], [-6.561, 5.603, 0.336], [-6.172, 2.922, 0.602], [1.526, -0.404, 4.477], [2.537, -1.324, 4.375], [2.747, -1.865, 5.624], [1.827, -1.253, 6.509], [1.084, -0.357, 5.773], [1.163, 0.153, 3.714], [3.020, -1.514, 3.426], [3.483, -2.619, 5.872], [1.718, -1.445, 7.568], [0.281, 0.308, 6.060], [-0.976, 0.424, -5.914], [-1.911, 1.194, -6.554], [-1.267, 1.926, -7.526], [0.105, 1.582, -7.474], [0.256, 0.650, -6.472], [-1.164, -0.212, -5.150], [-2.952, 1.156, -6.263], [-1.734, 2.632, -8.201], [0.897, 1.970, -8.101], [1.132, 0.131, -6.107], [3.728, -5.127, 4.287], [2.722, -5.938, 4.744], [3.104, -7.246, 4.541], [4.389, -7.222, 3.948], [4.751, -5.901, 3.805], [3.717, -4.116, 4.305], [1.821, -5.517, 5.170], [2.522, -8.122, 4.795], [4.986, -8.076, 3.657], [5.646, -5.447, 3.402]], "e_homo_ha": -0.2895, "energy_ha": -2535.5454, "homo_lumo_gap_ev": 7.5, "fmax_ev_per_a": 8.01, "total_charge": 0}

{"formula": "C49H57N4PRh", "method": "wB97M-V/def2-TZVPD", "symbols": ["Rh", "C", "C", "C", "C", "C", "C", "C", "N", "C", "C", "C", "C", "C", "C", "C", "C", "C", "C", "N", "C", "C", "C", "N", "C", "C", "C", "C", "C", "C", "C", "C", "C", "C", "C", "C", "C", "C", "N", "C", "C", "H", "H", "H", "H", "H", "H", "H", "H", "H", "H", "H", "H", "H", "H", "H", "H", "H", "H", "H", "H", "H", "H", "H", "H", "H", "H", "H", "H", "H", "H", "H", "H", "H", "H", "H", "H", "H", "H", "H", "H", "H", "H", "H", "H", "C", "P", "C", "C", "C", "C", "C", "C", "C", "C", "C", "C", "C", "C", "H", "H", "H", "H", "H", "H", "H", "H", "H", "H", "H", "H", "H"], "positions_angstrom": [[0.063, -0.040, 0.097], [3.612, -4.189, -2.751], [3.494, -2.827, -3.442], [3.076, -1.784, -2.469], [3.832, -0.839, -1.845], [5.294, -0.583, -1.969], [6.072, -1.281, -0.851], [2.946, -0.126, -0.946], [1.689, -0.621, -1.026], [1.722, -1.632, -1.959], [0.645, -2.357, -2.368], [-0.688, -2.180, -1.915], [-1.786, -2.896, -2.441], [-1.712, -3.968, -3.471], [-1.280, -5.293, -2.838], [-2.916, -2.431, -1.767], [-2.457, -1.446, -0.848], [-3.293, -0.738, 0.010], [-2.893, 0.278, 0.864], [-1.622, 0.723, 1.000], [-1.659, 1.754, 1.908], [-0.587, 2.498, 2.298], [0.746, 2.331, 1.837], [1.156, 1.416, 0.909], [2.516, 1.598, 0.773], [3.348, 0.896, -0.096], [2.968, 2.616, 1.659], [1.837, 3.084, 2.328], [1.774, 4.096, 3.419], [1.674, 3.410, 4.786], [4.388, 2.988, 1.892], [5.046, 1.966, 2.829], [-3.022, 1.943, 2.377], [-3.788, 1.030, 1.722], [-5.247, 0.766, 1.857], [-5.492, -0.449, 2.757], [-3.417, 2.923, 3.421], [-3.089, 2.388, 4.818], [-1.087, -1.300, -0.945], [-4.323, -2.876, -1.928], [-4.680, -3.925, -0.870], [3.914, -4.950, -3.467], [2.662, -4.480, -2.306], [4.354, -4.144, -1.957], [2.769, -2.891, -4.256], [4.457, -2.560, -3.876], [5.488, 0.490, -1.935], [5.650, -0.955, -2.930], [5.750, -0.922, 0.123], [7.135, -1.088, -0.958], [5.908, -2.354, -0.896], [0.792, -3.111, -3.122], [-1.004, -3.690, -4.254], [-2.688, -4.095, -3.939], [-0.305, -5.195, -2.367], [-1.228, -6.071, -3.594], [-1.993, -5.596, -2.076], [-4.340, -0.990, -0.012], [-0.747, 3.292, 3.009], [4.387, 1.180, -0.113], [0.910, 4.752, 3.283], [2.670, 4.717, 3.399], [0.770, 2.806, 4.846], [1.649, 4.149, 5.582], [2.533, 2.761, 4.945], [4.447, 3.977, 2.348], [4.941, 3.017, 0.951], [4.527, 1.946, 3.784], [6.084, 2.230, 3.005], [5.006, 0.970, 2.394], [-5.689, 0.591, 0.874], [-5.739, 1.638, 2.289], [-4.998, -1.333, 2.356], [-6.557, -0.648, 2.843], [-5.090, -0.266, 3.751], [-4.487, 3.118, 3.359], [-2.895, 3.869, 3.262], [-3.621, 1.457, 4.999], [-3.385, 3.110, 5.573], [-2.023, 2.196, 4.916], [-4.463, -3.305, -2.920], [-4.999, -2.025, -1.834], [-4.022, -4.786, -0.959], [-5.706, -4.256, -1.001], [-4.567, -3.508, 0.127], [1.325, -0.458, 3.477], [0.516, -1.494, 2.187], [1.740, -2.849, 2.182], [2.986, -2.553, 1.635], [4.029, -3.452, 1.746], [3.835, -4.656, 2.406], [2.586, -4.973, 2.916], [1.534, -4.078, 2.799], [-0.929, -2.218, 3.023], [-1.222, -2.034, 4.371], [-2.329, -2.655, 4.928], [-3.153, -3.451, 4.150], [-2.870, -3.629, 2.804], [-1.767, -3.014, 2.243], [1.622, -1.072, 4.328], [0.652, 0.337, 3.787], [2.215, -0.015, 3.034], [3.127, -1.608, 1.129], [4.999, -3.216, 1.333], [4.655, -5.349, 2.515], [2.436, -5.917, 3.421], [0.564, -4.331, 3.202], [-0.590, -1.427, 4.998], [-2.545, -2.531, 5.978], [-4.013, -3.933, 4.588], [-3.505, -4.259, 2.202], [-1.531, -3.146, 1.195]], "e_homo_ha": [-0.3426, -0.3426], "energy_ha": -2572.2521, "homo_lumo_gap_ev": [5.3, 5.3], "fmax_ev_per_a": 2.53, "total_charge": 1}

{"formula": "C27H72BN10O21", "method": "wB97M-V/def2-TZVPD", "symbols": ["O", "C", "O", "B", "O", "C", "O", "O", "C", "O", "C", "O", "O", "O", "H", "H", "O", "H", "H", "C", "O", "N", "N", "H", "H", "H", "H", "C", "O", "N", "N", "H", "H", "H", "H", "C", "O", "N", "N", "H", "H", "H", "H", "C", "O", "N", "N", "H", "H", "H", "H", "C", "O", "N", "N", "H", "H", "H", "H", "C", "C", "C", "O", "H", "H", "H", "H", "H", "H", "H", "H", "C", "C", "C", "O", "H", "H", "H", "H", "H", "H", "H", "H", "C", "C", "C", "O", "H", "H", "H", "H", "H", "H", "H", "H", "C", "C", "C", "O", "H", "H", "H", "H", "H", "H", "H", "H", "C", "C", "C", "O", "H", "H", "H", "H", "H", "H", "H", "H", "C", "C", "C", "O", "H", "H", "H", "H", "H", "H", "H", "H"], "positions_angstrom": [[-1.660, 2.749, -1.175], [-1.383, 1.560, -0.922], [-0.304, 0.844, -1.314], [-0.299, -0.492, -0.711], [-1.442, -0.469, 0.215], [-2.115, 0.689, 0.095], [-3.133, 0.979, 0.838], [0.969, -0.746, -0.002], [1.561, -1.738, -0.496], [2.609, -2.215, -0.025], [0.676, -2.285, -1.685], [-0.387, -1.580, -1.656], [0.898, -3.200, -2.496], [-5.701, -0.247, 0.827], [-5.683, 0.163, -0.038], [-4.942, 0.118, 1.281], [-1.515, -3.016, 2.199], [-0.852, -3.181, 2.869], [-1.196, -2.245, 1.731], [-2.356, 5.740, -3.261], [-2.929, 6.716, -3.593], [-2.718, 5.054, -2.171], [-1.248, 5.261, -3.780], [-2.339, 4.123, -2.071], [-3.436, 5.462, -1.589], [-0.802, 4.431, -3.416], [-0.823, 5.683, -4.593], [5.309, -4.031, 1.391], [4.306, -4.756, 1.649], [6.257, -3.943, 2.213], [5.490, -3.161, 0.456], [6.350, -4.386, 3.116], [7.003, -3.268, 2.121], [6.287, -2.540, 0.469], [4.585, -2.870, 0.114], [4.850, 0.798, 2.163], [5.908, 1.385, 2.175], [3.964, 0.743, 1.234], [4.263, 0.329, 3.156], [4.294, 1.064, 0.336], [3.026, 0.367, 1.254], [4.725, 0.278, 4.052], [3.369, -0.126, 3.041], [-5.497, 3.429, 2.793], [-5.914, 4.520, 3.078], [-4.886, 3.177, 1.650], [-5.498, 2.387, 3.468], [-4.369, 2.321, 1.513], [-4.747, 3.911, 0.970], [-6.009, 2.498, 4.333], [-5.291, 1.454, 3.139], [-2.500, -3.542, -4.184], [-3.620, -3.632, -4.716], [-2.345, -3.089, -2.963], [-1.413, -3.706, -4.746], [-1.534, -3.324, -2.409], [-3.237, -2.835, -2.565], [-1.479, -4.148, -5.652], [-0.655, -3.555, -4.096], [-4.280, -0.573, 3.990], [-3.534, -1.741, 4.707], [-4.348, -1.908, 5.992], [-3.732, -2.807, 3.878], [-4.079, -0.411, 2.931], [-4.234, 0.412, 4.454], [-5.320, -0.860, 3.834], [-2.513, -1.387, 4.847], [-3.685, -1.772, 6.847], [-4.774, -2.898, 6.156], [-5.162, -1.185, 6.056], [-3.024, -2.766, 3.230], [0.981, -0.150, 5.025], [1.421, -1.539, 4.539], [0.559, -2.748, 4.794], [1.369, -1.342, 3.130], [1.497, 0.598, 4.424], [1.187, -0.052, 6.091], [-0.089, -0.042, 4.845], [2.416, -1.740, 4.936], [1.007, -3.741, 4.787], [-0.435, -2.686, 4.351], [0.396, -2.587, 5.860], [1.568, -2.203, 2.754], [2.973, -2.734, -4.806], [3.686, -4.019, -4.582], [4.698, -3.943, -3.465], [2.578, -4.930, -4.268], [2.692, -2.243, -3.874], [2.054, -2.809, -5.387], [3.607, -1.999, -5.301], [4.039, -4.492, -5.499], [5.412, -3.142, -3.658], [5.345, -4.808, -3.611], [4.171, -3.968, -2.511], [1.926, -4.535, -3.684], [-1.366, -0.108, -4.312], [-1.827, 1.028, -5.206], [-0.735, 1.765, -5.982], [-2.738, 0.415, -6.167], [-1.103, -0.999, -4.882], [-2.180, -0.494, -3.697], [-0.476, 0.214, -3.773], [-2.450, 1.703, -4.619], [-0.043, 2.368, -5.394], [-1.080, 2.429, -6.775], [-0.058, 1.144, -6.568], [-2.277, 0.315, -7.003], [0.941, 2.980, 2.364], [-0.129, 3.780, 3.197], [-1.420, 3.781, 2.447], [-0.268, 2.971, 4.290], [0.491, 2.003, 2.184], [1.950, 2.838, 2.749], [1.010, 3.603, 1.473], [0.261, 4.747, 3.515], [-1.744, 2.749, 2.311], [-1.313, 4.188, 1.442], [-2.240, 4.311, 2.932], [0.527, 2.860, 4.816], [2.075, 3.586, -1.683], [2.595, 2.170, -1.501], [2.608, 1.482, -2.877], [3.988, 2.206, -1.141], [2.599, 4.289, -1.035], [1.009, 3.802, -1.619], [2.452, 3.925, -2.648], [2.008, 1.640, -0.751], [2.747, 0.405, -2.779], [3.283, 1.934, -3.605], [1.575, 1.639, -3.187], [4.512, 2.170, -1.945]], "e_homo_ha": [-0.3363, -0.3363], "energy_ha": -3224.4471, "homo_lumo_gap_ev": [7.6, 2.1], "fmax_ev_per_a": 10.08, "spin_multiplicity": 2, "total_charge": 0}

{"formula": "C21H47N3O9P", "method": "wB97M-V/def2-TZVPD", "symbols": ["C", "C", "C", "C", "N", "C", "N", "C", "C", "C", "P", "O", "O", "O", "N", "C", "H", "H", "H", "H", "H", "H", "H", "H", "H", "H", "H", "H", "H", "H", "H", "H", "H", "C", "O", "C", "C", "O", "C", "H", "H", "H", "H", "H", "H", "H", "H", "H", "H", "C", "O", "C", "C", "O", "C", "H", "H", "H", "H", "H", "H", "H", "H", "H", "H", "C", "O", "C", "C", "O", "C", "H", "H", "H", "H", "H", "H", "H", "H", "H", "H"], "positions_angstrom": [[-3.594, 0.664, 1.510], [-3.409, 0.188, 0.393], [-2.937, -0.413, -0.987], [-3.069, 0.624, -2.186], [-2.475, 0.008, -3.419], [-1.223, -0.591, -3.152], [-0.592, -1.369, -4.098], [-1.212, -2.695, -4.404], [-0.609, -3.386, -5.732], [-1.452, -4.751, -5.898], [0.871, -0.728, -4.804], [0.708, -0.392, -6.246], [1.246, 0.735, -4.018], [2.178, -1.751, -4.486], [-0.523, -0.411, -1.881], [-1.430, -0.922, -0.799], [-3.449, 0.902, 2.602], [-3.547, -1.335, -1.258], [-2.617, 1.637, -1.947], [-4.171, 0.796, -2.430], [-3.149, -0.665, -3.809], [-1.007, -3.423, -3.550], [-2.337, -2.626, -4.597], [-0.826, -2.696, -6.605], [0.500, -3.605, -5.608], [-2.550, -4.460, -6.025], [-1.367, -5.323, -4.918], [-1.116, -5.357, -6.793], [1.628, 0.434, -3.158], [2.315, -1.655, -3.511], [0.261, -1.082, -1.928], [-1.080, -0.477, 0.190], [-1.404, -2.046, -0.691], [1.532, -1.581, 2.083], [0.418, -0.812, 2.511], [-0.523, -1.588, 3.253], [-0.403, -1.325, 4.747], [0.830, -1.815, 5.260], [1.780, -0.780, 5.475], [2.289, -0.896, 1.699], [1.965, -2.156, 2.904], [1.230, -2.258, 1.276], [-0.408, -2.655, 3.035], [-1.521, -1.282, 2.921], [-1.202, -1.865, 5.264], [-0.522, -0.258, 4.967], [1.488, -0.183, 6.344], [1.880, -0.134, 4.600], [2.747, -1.241, 5.678], [-1.939, 2.262, -5.551], [-3.262, 2.343, -6.055], [-3.795, 3.666, -5.973], [-3.772, 4.357, -7.328], [-2.438, 4.619, -7.751], [-1.988, 3.698, -8.735], [-1.532, 1.286, -5.821], [-1.295, 3.036, -5.976], [-1.952, 2.349, -4.459], [-3.259, 4.257, -5.224], [-4.835, 3.570, -5.645], [-4.274, 5.325, -7.237], [-4.311, 3.768, -8.077], [-2.485, 3.901, -9.689], [-2.173, 2.663, -8.436], [-0.914, 3.837, -8.865], [5.437, 0.474, 7.772], [4.326, 1.244, 8.202], [3.383, 0.471, 8.942], [3.503, 0.734, 10.436], [4.735, 0.240, 10.951], [5.687, 1.271, 11.166], [6.196, 1.158, 7.389], [5.871, -0.103, 8.592], [5.135, -0.201, 6.964], [3.494, -0.596, 8.722], [2.387, 0.781, 8.610], [2.702, 0.196, 10.953], [3.387, 1.801, 10.655], [5.397, 1.870, 12.034], [5.790, 1.916, 10.290], [6.653, 0.806, 11.370]], "e_homo_ha": -0.3850, "energy_ha": -2010.6864, "homo_lumo_gap_ev": 5.6, "fmax_ev_per_a": 4.71, "total_charge": 1}